a.
ORCA calculation (ωB97M-V/def2-TZVPD) on one molecule with the formula C8H14O.

Element x y z (Å)
C 1.82460 0.90431 0.17076
C 1.16961 -0.25072 0.05564
C 0.12570 -0.54559 -0.94899
C 0.38741 0.41180 -2.19378
C 0.10418 -2.05132 -1.02117
O -1.24315 -0.30713 -0.30990
C -1.25955 0.14854 0.96765
C -2.22073 -0.23702 1.82233
C -0.44355 1.30744 1.53977
H 1.77125 1.62315 -0.56673
H 2.60786 1.07674 0.79041
H 1.33867 -1.09433 0.78201
H -0.61003 0.68303 -2.51846
H 0.99531 0.05568 -2.97126
H 0.75069 1.34229 -1.81156
H -0.13088 -2.49523 -0.15068
H 1.13613 -2.39973 -1.17907
H -0.42356 -2.32590 -1.98439
H -2.86462 -1.03617 1.80963
H -2.13315 0.33954 2.79688
H -1.15000 1.84624 2.26122
H -0.22168 2.08549 0.77491
H 0.48948 0.91889 1.88478

Calculated values
- Structure (SMILES): C=CC(C)(C)OC(=C)C
- 2S+1: 1
- HOMO: -8.380 eV

Results of the Mulliken charge analysis, in e, for atoms 1 through 2: number 1, C, carries -1.30; number 2, C, carries -0.14

---

b.
ORCA calculation (ωB97M-V/def2-TZVPD) on one molecule with the formula C8H14O.

Element x y z (Å)
C -0.44457 0.54194 -2.40378
C -0.99847 0.15768 -1.25358
C -2.51019 0.22032 -1.10033
C -0.21393 -0.40364 -0.13415
C -0.80218 -0.72601 1.03685
C -0.17331 -1.38237 2.21631
C 1.28947 -0.50603 -0.28091
C 1.96768 0.80491 0.08229
O 1.71082 1.18747 1.41260
H 0.62202 0.44378 -2.60701
H -1.04641 1.01342 -3.19954
H -2.95496 -0.78155 -0.95905
H -2.96301 0.68809 -1.99763
H -2.82227 0.83750 -0.25320
H -1.86812 -0.60724 1.10895
H -0.10206 -2.46169 2.09741
H -0.77507 -1.24169 3.12284
H 0.83794 -1.01468 2.40933
H 1.64879 -1.30443 0.38882
H 1.57139 -0.81486 -1.27964
H 1.66815 1.59195 -0.61509
H 3.07044 0.71226 -0.01149
H 0.73961 1.19858 1.51837

Calculated values
- Structure (SMILES): C=C(C)/C(=C/C)CCO
- 2S+1: 1
- HOMO: -8.649 eV

Results of the Mulliken charge analysis, in e, for atoms 1 through 2: number 1, C, carries -1.28; number 2, C, carries 1.30

---

c.
ORCA calculation (ωB97M-V/def2-TZVPD) on one molecule with the formula C8H14O.

Element x y z (Å)
C -0.27274 1.87172 0.34311
C -0.58470 0.54911 0.65796
C -1.91490 0.08956 1.13879
C 0.54639 -0.35810 0.21704
C 1.71093 -0.28775 1.22601
C 0.23409 -1.82862 -0.07137
C 0.85740 0.47873 -1.07679
C -0.29453 0.32806 -2.18369
O 2.00592 0.72267 -1.46903
H 0.67665 2.35969 0.56904
H -1.07012 2.60780 0.28005
H -2.72508 0.50738 0.53403
H -2.00841 -0.99709 1.14107
H -2.04382 0.45374 2.16670
H 2.10746 0.72387 1.34926
H 2.53908 -0.91341 0.87858
H 1.39340 -0.64540 2.21229
H -0.70948 -1.96440 -0.60585
H 0.17350 -2.41586 0.85123
H 1.02287 -2.25106 -0.70454
H -0.73139 1.31830 -2.32115
H -1.11001 -0.38042 -2.02108
H 0.19750 0.03147 -3.11166

Calculated values
- Structure (SMILES): C=C(C)C(C)(C)C(C)=O
- 2S+1: 1
- HOMO: -8.788 eV

Results of the Mulliken charge analysis, in e, for atoms 1 through 2: number 1, C, carries -1.29; number 2, C, carries 0.59

---

d.
ORCA calculation (ωB97M-V/def2-TZVPD) on a 3-piece molecular cluster, C8H14O overall.

Element x y z (Å)
C -1.11161 1.87110 -0.29952
C -0.64096 0.56248 0.44471
C -0.66265 -0.80315 -0.11183
C -2.30679 -1.40027 -0.17847
C 0.59298 -1.26240 0.73556
C 1.96029 -0.32761 -1.00129
C 1.96159 0.71735 0.15294
C 0.80505 0.38454 1.09660
H -0.23519 2.03907 -1.09133
H -2.10198 1.34895 -0.67120
H -1.39498 2.84956 0.34264
H -1.23015 0.51689 1.42966
H -0.24612 -0.85441 -1.27087
H -2.88307 -0.68056 -1.43085
H -2.90276 -1.25207 0.89093
H -2.27596 -2.53188 -0.40196
H 0.52337 -2.03157 1.52741
H 1.16301 0.03349 -1.61941
H 2.97699 0.04936 -1.73314
H 2.47256 1.90431 0.10143
H 2.85739 -0.15939 0.93922
H 0.97002 0.47507 2.25729
O 1.70897 -1.44888 -0.10853

Calculated values
- 2S+1: 1
- HOMO: -9.085 eV

Results of the Mulliken charge analysis, in e, for atoms 1 through 2: number 1, C, carries -0.93; number 2, C, carries 0.19

---

We find b to be the most stable, with the next structure 106.6 kJ/mol higher.

---

a.
ORCA calculation (ωB97M-V/def2-TZVPD) on a 2-piece molecular cluster, C3H10N5 overall.

Element x y z (Å)
C -1.94772 0.73666 0.26431
C -3.94187 -0.56370 -0.22734
C 4.76669 -0.64187 0.37877
N -0.74456 0.50168 -0.47339
N 0.40535 0.53354 -0.22120
N 1.49743 0.45699 -0.27234
N 4.09571 0.36262 -0.07758
N -2.76252 -0.43785 0.52599
H -1.63159 1.27472 1.13496
H -2.52375 1.38647 -0.29996
H -3.77893 -0.59618 -1.41883
H -4.64252 -1.39742 0.10412
H -4.35291 0.43518 0.00957
H 4.18184 -1.63082 0.43872
H 5.79786 -0.68891 0.39144
H 3.04098 0.33388 -0.47576
H 4.64852 1.20639 -0.32679
H -2.10801 -1.27140 0.54531

Calculated values
- 2S+1: 1
- Net charge: +1
- HOMO: -11.692 eV

Results of the Mulliken charge analysis, in e, for atoms 1 through 2: number 1, C, carries -0.49; number 2, C, carries -0.69

---

b.
ORCA calculation (ωB97M-V/def2-TZVPD) on a 2-piece molecular cluster, C3H10N5 overall.

Element x y z (Å)
C -1.85562 0.35459 0.36792
C -0.25859 1.83179 -1.69754
C -1.87748 -1.68809 1.57222
N -0.85420 1.04308 -0.24491
N 0.34484 0.77498 0.36573
N 0.15753 -0.02717 1.24432
N -1.24654 -0.44658 1.26403
N 2.57617 -0.31284 -0.58373
H 0.79530 1.78529 -1.52873
H -0.67864 2.76667 -1.55516
H -0.80474 1.23471 -2.38072
H -2.79749 -1.44313 1.93665
H -2.03287 -2.36500 0.80948
H -1.35045 -2.11831 2.37874
H 1.75209 0.28817 -0.09139
H 3.21765 -0.09460 0.11370
H 2.80349 -0.28649 -1.57407
H 2.10954 -1.29707 -0.39656

Calculated values
- 2S+1: 1
- Net charge: +1
- HOMO: -12.741 eV

Results of the Mulliken charge analysis, in e, for atoms 1 through 2: number 1, C, carries -0.43; number 2, C, carries -0.56

---

We find a to be the most stable, with the next structure 91.2 kJ/mol higher.

---

a.
ORCA calculation (ωB97M-V/def2-TZVPD) on a 3-piece molecular cluster, C3H10N5 overall.

Element x y z (Å)
C -0.16244 0.41932 0.38773
C -0.03946 1.86985 0.58382
C 2.22324 -0.38202 0.47871
N -2.39848 0.32992 0.24923
N 0.35302 -1.75405 0.51420
N -1.03402 -1.64103 0.24804
N 0.88139 -0.46346 0.49114
N -1.31635 -0.25090 0.23672
H 0.17395 0.63088 -2.49258
H -1.07902 2.14485 0.90349
H 0.25604 2.36234 -0.36863
H 0.77125 2.09680 1.26802
H -0.55896 0.20171 -2.59764
H 2.75341 0.58737 0.23459
H 2.87848 -1.11343 0.31537
H -3.19652 -0.19856 -0.04086
H 0.82276 -2.44710 -0.08489
H -1.32829 -2.39251 -0.32646

Calculated values
- 2S+1: 1
- Net charge: +1
- HOMO (alpha / beta): -12.482 / -12.466 eV

Results of the Mulliken charge analysis, in e, for atoms 1 through 2: number 1, C, carries 0.19; number 2, C, carries -0.98

---

b.
ORCA calculation (ωB97M-V/def2-TZVPD) on a 3-piece molecular cluster, C3H10N5 overall.

Element x y z (Å)
C -0.67351 0.38645 0.37385
C -2.55474 2.23841 1.66002
C -0.03665 -1.21737 2.21379
N -0.26330 0.58098 -0.85349
N 0.67815 -0.32252 -1.03954
N 0.87865 -1.06061 -0.00437
N 0.03491 -0.63126 0.91006
N 2.00449 -0.53916 -3.24267
H -2.00887 2.27049 2.58285
H -3.35945 1.53779 1.53354
H -2.36667 2.97014 0.89770
H 0.28501 -0.49786 2.96738
H -1.05868 -1.52659 2.42949
H 0.62502 -2.08144 2.23413
H 1.27681 -0.43655 -2.02810
H 1.60178 -1.25316 -3.84030
H 2.97706 -0.76952 -3.06853
H 1.95999 0.35178 -3.72579

Calculated values
- 2S+1: 1
- Net charge: +1
- HOMO (alpha / beta): -13.253 / -14.552 eV

Results of the Mulliken charge analysis, in e, for atoms 1 through 2: number 1, C, carries 0.07; number 2, C, carries -0.59

---

We find b to be the most stable, with the next structure 284.2 kJ/mol higher.

---

a.
ORCA calculation (ωB97M-V/def2-TZVPD) on a 3-piece molecular cluster, C2H13N2O2 overall.

Element x y z (Å)
N 0.76162 0.35031 0.12952
C 0.40610 -0.91228 -0.59920
C -0.24856 -1.83298 0.38498
N 0.75556 -2.24721 1.36807
H 1.32272 0.02581 0.92236
H 0.01675 0.99344 0.40474
H 1.33778 0.96374 -0.45717
H 1.33249 -1.30926 -1.00725
H -0.24152 -0.66041 -1.43335
H -0.66738 -2.65122 -0.17362
H -1.01705 -1.27216 0.87547
H 1.06795 -3.18537 1.12861
H 0.30873 -2.42326 2.25739
H -0.67291 2.25407 -3.13016
H -0.91774 0.75295 -3.11647
O -0.57754 1.47119 -2.57267
H -0.72946 2.49045 2.37968
H -1.56502 2.90324 1.19735
O -0.83791 2.31630 1.43694

Calculated values
- 2S+1: 1
- Net charge: +1
- HOMO: -13.995 eV

Results of the Mulliken charge analysis, in e, for atoms 1 through 2: number 1, N, carries -0.27; number 2, C, carries -0.36

---

b.
ORCA calculation (ωB97M-V/def2-TZVPD) on a 3-piece molecular cluster, C2H13N2O2 overall.

Element x y z (Å)
N 0.89545 0.47157 0.78840
C 1.17987 -0.72101 -0.04822
C -0.04746 -1.20921 -0.84611
N -0.02992 -0.71141 -2.21515
H 0.40792 1.23840 0.25766
H 0.22029 0.29391 1.55112
H 1.77972 0.75985 1.21813
H 1.93306 -0.48566 -0.79580
H 1.56986 -1.51958 0.57616
H 0.06547 -2.29371 -0.86860
H -0.93585 -0.91103 -0.29079
H 0.18837 -1.44672 -2.85016
H -0.93009 -0.37600 -2.54890
H -0.39657 1.98413 -1.79592
H -0.87352 2.83477 -0.61612
O -0.67279 1.91674 -0.89658
H -2.00832 -0.42638 2.80869
H -1.18286 0.57456 3.68457
O -1.16263 0.02676 2.88761

Calculated values
- 2S+1: 1
- Net charge: +1
- HOMO: -13.315 eV

Results of the Mulliken charge analysis, in e, for atoms 1 through 2: number 1, N, carries -0.12; number 2, C, carries -0.71

---

We find a to be the most stable, with the next structure 5.1 kJ/mol higher.

---

a.
ORCA calculation (ωB97M-V/def2-TZVPD) on a 3-piece molecular cluster, C2H5BrO overall.

Element x y z (Å)
C -0.67989 -1.35629 -0.13432
C 1.33810 -0.25032 0.28719
O 0.53176 -1.03282 -0.36200
Br 3.21123 -0.36241 -0.11099
H -1.49698 1.48670 0.16354
H -1.16928 -1.60687 -1.08080
H -1.41767 -0.82651 0.51893
H -0.56100 1.45760 0.00232
H 1.23430 0.11366 1.35943

Calculated values
- 2S+1: 1
- HOMO (alpha / beta): -8.157 / -7.992 eV

Results of the Mulliken charge analysis, in e, for atoms 1 through 2: number 1, C, carries -0.46; number 2, C, carries -0.17

---

b.
ORCA calculation (ωB97M-V/def2-TZVPD) on one molecule with the formula C2H5BrO.

Element x y z (Å)
C -0.19882 0.61131 -0.34684
C -0.66965 -0.39694 0.64324
O -0.41771 -1.98905 0.01090
Br -2.54576 -0.41172 1.09107
H 0.01716 1.61247 0.05094
H 0.66366 0.14517 -0.72766
H -1.09983 0.94272 -0.97836
H -0.17248 -0.31797 1.53547
H 0.41831 -1.93651 -0.40954

Calculated values
- Structure (SMILES): C[C@H](O)Br
- 2S+1: 1
- HOMO: -10.535 eV

Results of the Mulliken charge analysis, in e, for atoms 1 through 2: number 1, C, carries -0.95; number 2, C, carries 0.13

---

We find b to be the most stable, with the next structure 380.2 kJ/mol higher.